# 1
Formula: C30H55BrN10
Source: OMol25
Level of theory: ωB97M-V with the def2-TZVPD basis set

## Properties
LUMO   -8.3 eV
Kohn-Sham gap   8.68 eV
ΔE to the lowest compared entry with this formula, charge and spin   1.916 eV
Net charge   +4

Each line ends with the Löwdin charge.
Cartesian coordinates (Å):
C (5.396, -2.702, 6.226)  -0.05
C (4.841, -3.438, 5.015)  -0.13
N (3.655, -2.743, 4.435)  -0.04
C (3.635, -2.012, 3.285)  -0.02
C (2.370, -1.563, 3.049)  -0.01
N (1.627, -2.000, 4.123)  -0.08
C (2.386, -2.794, 4.878)  0.01
C (0.203, -1.833, 4.321)  0.01
H (4.691, -2.879, 7.043)  0.08
H (5.393, -1.612, 6.188)  0.09
H (6.389, -3.084, 6.443)  0.09
H (4.425, -4.405, 5.282)  0.13
H (5.624, -3.441, 4.261)  0.13
H (4.549, -1.888, 2.729)  0.13
H (1.941, -0.942, 2.276)  0.06
H (2.206, -3.208, 5.859)  0.18
H (-0.027, -0.768, 4.338)  0.09
H (-0.003, -2.136, 5.349)  0.11
H (-0.403, -2.393, 3.617)  0.10
C (3.585, 1.529, 1.027)  -0.07
C (3.681, 1.048, -0.431)  -0.16
N (5.077, 1.039, -0.857)  -0.05
C (5.639, 2.037, -1.612)  0.01
C (6.983, 1.834, -1.666)  0.03
N (7.208, 0.692, -0.931)  -0.09
C (6.059, 0.213, -0.448)  0.00
C (8.548, 0.161, -0.803)  0.03
H (2.541, 1.510, 1.363)  0.02
H (3.793, 2.598, 1.092)  0.09
H (4.218, 0.987, 1.727)  0.07
H (3.113, 1.796, -0.980)  0.12
H (3.215, 0.083, -0.623)  0.12
H (5.054, 2.835, -2.035)  0.14
H (7.804, 2.462, -1.963)  0.15
H (6.056, -0.756, 0.019)  0.17
H (9.238, 0.570, -1.530)  0.11
H (8.525, -0.930, -0.834)  0.11
H (8.915, 0.355, 0.209)  0.11
C (-5.219, 1.810, -0.374)  -0.03
C (-4.302, 0.844, -1.112)  -0.18
N (-4.438, -0.552, -0.696)  -0.06
C (-3.523, -1.175, 0.106)  -0.01
C (-3.996, -2.454, 0.262)  0.00
N (-5.231, -2.506, -0.316)  -0.09
C (-5.555, -1.321, -0.832)  0.03
C (-6.033, -3.723, -0.397)  0.03
H (-5.338, 2.731, -0.947)  0.08
H (-4.862, 2.081, 0.617)  0.08
H (-6.232, 1.415, -0.297)  0.09
H (-3.222, 1.008, -1.048)  0.10
H (-4.399, 0.884, -2.202)  0.13
H (-2.611, -0.670, 0.410)  0.03
H (-3.617, -3.343, 0.736)  0.14
H (-6.294, -1.071, -1.576)  0.18
H (-5.846, -4.310, -1.297)  0.11
H (-7.101, -3.561, -0.284)  0.12
H (-5.746, -4.410, 0.400)  0.11
C (-2.765, 4.561, 2.169)  -0.06
C (-2.917, 5.513, 0.973)  -0.13
N (-2.375, 4.900, -0.253)  -0.03
C (-1.610, 3.757, -0.365)  -0.04
C (-1.393, 3.510, -1.677)  -0.01
N (-2.074, 4.501, -2.381)  -0.08
C (-2.611, 5.333, -1.500)  -0.01
C (-1.963, 4.727, -3.830)  0.04
H (-3.329, 4.938, 3.017)  0.10
H (-1.726, 4.391, 2.446)  0.08
H (-3.180, 3.581, 1.921)  0.07
H (-2.434, 6.479, 1.103)  0.14
H (-3.986, 5.676, 0.844)  0.13
H (-1.200, 3.268, 0.507)  0.05
H (-0.834, 2.775, -2.225)  0.12
H (-3.158, 6.250, -1.656)  0.18
H (-2.937, 4.501, -4.258)  0.11
H (-1.135, 4.129, -4.198)  0.10
H (-1.719, 5.762, -4.060)  0.11
C (-2.792, -3.644, -5.162)  -0.05
C (-2.822, -2.169, -4.698)  -0.15
N (-2.056, -1.870, -3.489)  -0.05
C (-1.445, -0.674, -3.234)  0.00
C (-0.634, -0.884, -2.139)  -0.03
N (-0.823, -2.192, -1.731)  -0.07
C (-1.530, -2.799, -2.684)  -0.02
C (-0.270, -2.777, -0.519)  0.00
H (-3.356, -3.728, -6.085)  0.10
H (-3.187, -4.307, -4.390)  0.07
H (-1.761, -3.980, -5.283)  0.09
H (-3.873, -1.921, -4.539)  0.13
H (-2.469, -1.557, -5.526)  0.13
H (-1.645, 0.166, -3.877)  0.14
H (0.053, -0.214, -1.651)  0.07
H (-2.000, -3.769, -2.649)  0.16
H (-0.619, -3.803, -0.441)  0.11
H (-0.511, -2.180, 0.358)  0.03
H (0.814, -2.761, -0.638)  0.11
Br (-0.314, 0.608, 1.205)  -0.23

Atomic forces in eV per Å
C -1.2 -0.1 0.7
C -0.4 1.0 0.1
N -1.0 -0.1 -0.6
C 0.5 0.3 -0.7
C 0.4 0.1 0.6
N 0.1 -1.2 -0.4
C 1.6 0.8 0.9
C -0.4 0.7 1.2
H 0.5 -0.3 0.3
H 0.4 0.0 -0.7
H -0.1 0.0 0.3
H 0.7 -0.3 -0.1
H -0.4 -0.5 -0.3
H -0.1 0.1 -0.1
H 0.0 0.0 0.1
H -0.7 -0.1 -0.2
H -0.1 -0.1 -0.6
H -0.1 -0.4 -0.2
H 0.1 0.1 -0.1
C -0.7 0.2 0.0
C -0.4 0.4 1.1
N 0.3 -0.2 -0.3
C 0.3 0.4 -0.2
C -0.7 -0.1 1.0
N 0.0 0.6 -0.7
C 0.8 0.4 -0.9
C 0.5 -1.2 1.6
H 0.1 -0.5 -0.1
H 0.6 -0.1 -0.1
H 0.0 -0.1 0.0
H 0.4 -0.2 -0.6
H 0.2 -0.1 0.2
H -0.1 0.0 0.1
H -0.1 -0.1 -0.5
H -0.6 0.1 0.3
H -0.2 0.0 -0.2
H 0.0 0.1 -0.5
H 0.1 0.4 -0.2
C 0.0 0.2 -0.3
C 0.7 0.0 -0.8
N -1.5 0.4 0.9
C 0.0 -1.0 -0.7
C 0.2 0.4 0.4
N -1.0 -0.2 -0.2
C 2.5 0.3 -0.9
C -0.2 -1.2 0.3
H 0.2 0.0 0.0
H 0.0 -0.2 0.1
H 0.1 -0.1 0.1
H -0.1 0.5 0.7
H -0.7 -0.1 0.1
H 0.0 -0.1 0.1
H 0.1 0.2 0.2
H -0.5 -0.2 0.4
H 0.0 0.5 -0.3
H 0.1 0.4 -0.1
H 0.1 0.4 0.2
C 0.1 0.1 -0.5
C -0.2 -0.5 0.8
N 0.2 -0.5 -1.4
C 0.4 0.0 0.8
C -0.7 0.6 -0.4
N 0.9 0.4 0.3
C -0.4 0.3 0.9
C -0.4 0.2 0.2
H 0.1 0.2 0.0
H 0.0 0.2 0.1
H -0.1 0.0 0.0
H 0.1 0.0 0.2
H 0.0 0.1 -0.3
H -0.2 -0.2 -0.1
H 0.1 -0.1 0.3
H 0.0 -0.1 -0.5
H 0.3 -0.2 -0.4
H -0.3 -0.2 -0.2
H -0.1 0.1 0.3
C 0.8 0.5 1.2
C -1.1 -0.8 -1.0
N 1.3 -0.7 -0.9
C 0.5 -0.3 1.0
C -0.8 0.6 -0.5
N 0.5 0.6 -1.1
C -2.3 0.2 1.0
C 0.7 -0.3 -0.2
H 0.0 -0.1 0.0
H -0.5 0.0 -0.2
H 0.0 0.1 -0.5
H 0.1 0.3 0.2
H 0.2 0.2 0.2
H 0.2 0.1 0.1
H -0.2 0.0 0.3
H 0.6 -0.3 0.2
H 0.0 0.0 0.1
H -0.3 0.1 -0.1
H 0.0 -0.2 0.2
Br 0.0 -0.2 -0.3



# 2
Formula: C30H55Cl3N5O4PSe2Si2V
Source: OMol25
Level of theory: ωB97M-V with the def2-TZVPD basis set

## Properties
Multiplicity   4
LUMO (spin up / spin down)   4.0 / 4.0 eV
Kohn-Sham gap (spin up / spin down)   5.56 / 6.78 eV
Expectation value of S²   3.76
Net charge   -2

Each line ends with the Mulliken spin population.
Cartesian coordinates (Å):
V (-0.095, -0.254, 0.845)  2.97
O (2.498, -1.235, 5.902)  0.00
C (3.149, -1.916, 4.972)  0.00
O (4.201, -2.476, 5.217)  0.00
C (2.549, -1.960, 3.621)  -0.01
C (3.086, -2.670, 2.563)  0.00
N (2.330, -2.452, 1.485)  0.02
N (1.293, -1.667, 1.777)  -0.07
C (1.398, -1.351, 3.061)  0.01
C (0.232, -0.635, 3.676)  -0.01
O (0.328, -0.310, 4.881)  0.01
O (-0.749, -0.454, 2.910)  0.05
H (1.630, -0.842, 5.537)  0.00
H (3.947, -3.315, 2.534)  0.00
H (2.262, -3.056, 0.625)  0.00
C (-1.527, -5.593, 1.354)  0.00
Se (-0.697, -3.980, 2.041)  0.03
C (-1.789, -3.832, 3.658)  0.00
C (-3.263, -3.491, 3.443)  0.00
Se (-3.611, -1.568, 3.303)  0.00
C (-5.484, -1.800, 2.826)  0.00
H (-1.553, -6.374, 2.115)  0.00
H (-0.896, -5.899, 0.521)  0.00
H (-2.529, -5.386, 0.979)  0.00
H (-1.307, -3.095, 4.303)  0.00
H (-1.716, -4.794, 4.170)  0.00
H (-3.856, -3.852, 4.287)  0.00
H (-3.647, -3.957, 2.535)  0.00
H (-6.019, -2.373, 3.584)  0.00
H (-5.554, -2.293, 1.857)  0.00
H (-5.934, -0.811, 2.747)  0.00
C (0.157, 2.457, 2.128)  0.09
C (-1.158, 2.523, 1.405)  -0.02
C (-1.964, 3.641, 1.532)  -0.01
C (-3.185, 3.626, 0.876)  0.01
C (-3.559, 2.530, 0.136)  -0.01
C (-2.703, 1.409, 0.028)  0.03
N (-1.510, 1.458, 0.668)  -0.11
N (-3.048, 0.296, -0.705)  -0.01
Si (-4.540, 0.355, -1.659)  0.00
C (-4.927, -1.061, -2.825)  0.00
C (-6.009, 0.407, -0.460)  0.00
C (-4.496, 1.881, -2.796)  0.00
H (0.576, 3.459, 2.241)  0.00
H (0.885, 1.867, 1.563)  -0.01
H (0.020, 2.023, 3.120)  0.01
H (-1.639, 4.482, 2.129)  0.00
H (-3.855, 4.476, 0.942)  0.00
H (-4.518, 2.543, -0.354)  0.00
H (-4.905, -2.038, -2.348)  0.00
H (-4.269, -1.081, -3.691)  0.00
H (-5.951, -0.855, -3.165)  0.00
H (-6.368, -0.617, -0.327)  0.00
H (-6.836, 1.005, -0.855)  0.00
H (-5.745, 0.793, 0.526)  0.00
H (-3.596, 2.476, -2.634)  0.00
H (-5.359, 2.540, -2.666)  0.00
H (-4.486, 1.544, -3.836)  0.00
C (0.851, 3.301, -1.601)  0.01
C (2.338, 2.902, -1.556)  0.01
C (2.897, 3.473, -0.246)  0.00
C (3.072, 3.583, -2.716)  0.00
P (2.392, 0.982, -1.426)  0.16
N (1.310, 0.492, -0.477)  -0.15
C (4.148, 0.500, -0.830)  0.01
C (5.343, 1.223, -1.465)  0.00
C (4.328, -1.005, -1.086)  -0.01
C (4.195, 0.698, 0.693)  0.01
C (2.155, 0.276, -3.180)  0.00
C (1.836, -1.224, -3.048)  0.00
C (3.298, 0.449, -4.189)  0.00
C (0.904, 0.945, -3.766)  0.01
H (0.728, 4.308, -1.187)  0.00
H (0.254, 2.601, -1.008)  0.02
H (0.458, 3.314, -2.616)  0.00
H (2.624, 4.532, -0.176)  0.00
H (3.982, 3.413, -0.188)  0.00
H (2.478, 2.959, 0.619)  0.01
H (3.008, 4.671, -2.586)  0.00
H (2.621, 3.349, -3.679)  0.00
H (4.129, 3.322, -2.761)  0.00
H (5.347, 1.151, -2.552)  0.00
H (6.268, 0.756, -1.106)  0.00
H (5.391, 2.276, -1.193)  0.00
H (4.555, -1.221, -2.128)  0.00
H (3.446, -1.580, -0.807)  0.00
H (5.171, -1.365, -0.488)  0.00
H (4.457, 1.719, 0.971)  0.00
H (4.949, 0.035, 1.127)  0.00
H (3.228, 0.451, 1.136)  0.01
H (2.731, -1.842, -3.070)  0.00
H (1.204, -1.532, -3.886)  0.00
H (1.290, -1.454, -2.134)  0.02
H (4.184, -0.120, -3.910)  0.00
H (3.590, 1.487, -4.341)  0.00
H (2.963, 0.057, -5.157)  0.00
H (0.074, 0.915, -3.058)  0.00
H (0.597, 0.387, -4.657)  0.00
H (1.083, 1.976, -4.070)  0.00
Cl (-3.436, -2.736, -0.329)  0.00
Si (-1.927, -1.172, -0.640)  -0.07
Cl (-1.704, -1.448, -2.771)  0.00
Cl (1.498, -4.249, -0.766)  0.00

Atomic forces in eV per Å
V 0.1 -0.1 -0.8
O -0.1 0.1 0.0
C 0.1 0.0 0.1
O -0.1 0.0 0.0
C -0.1 0.1 -0.1
C 0.1 0.0 0.0
N -0.1 -0.1 0.1
N 0.2 0.1 0.0
C 0.1 -0.3 0.2
C 0.5 0.0 0.2
O -0.2 0.0 0.0
O 0.1 0.4 -0.1
H 0.1 -0.1 0.0
H 0.0 0.0 0.0
H -0.1 0.1 -0.2
C 0.0 0.0 -0.1
Se -0.1 0.0 0.1
C -0.2 -0.1 0.0
C 0.0 0.0 0.0
Se 0.0 0.0 -0.1
C 0.0 0.0 0.0
H 0.0 0.0 0.0
H 0.0 0.0 0.0
H 0.0 0.0 0.0
H 0.0 0.0 -0.1
H 0.0 0.0 0.0
H 0.0 0.0 0.0
H 0.0 0.0 -0.1
H 0.0 0.0 0.0
H 0.0 0.0 0.0
H 0.0 0.0 0.0
C 0.0 0.1 0.0
C -0.1 0.0 0.0
C 0.0 -0.1 -0.1
C 0.0 0.0 0.0
C 0.0 0.1 0.0
C 0.0 0.1 0.1
N 0.1 -0.5 0.1
N 0.0 0.0 -0.1
Si -0.1 0.0 0.0
C 0.0 0.1 0.1
C 0.0 0.0 -0.1
C 0.0 -0.1 0.1
H 0.0 0.0 0.0
H 0.0 0.0 0.0
H 0.0 0.0 0.0
H 0.0 0.0 0.0
H 0.0 0.0 0.0
H 0.0 0.0 0.0
H 0.0 0.0 0.0
H 0.0 0.0 0.0
H 0.0 0.0 0.0
H 0.0 0.0 0.0
H 0.0 0.0 0.0
H 0.0 0.0 0.0
H 0.0 0.0 0.0
H 0.0 0.0 0.0
H 0.0 0.0 0.0
C 0.0 0.0 0.0
C 0.0 0.0 0.0
C 0.0 0.0 0.0
C 0.0 0.0 0.0
P 0.1 0.0 -0.2
N -0.6 -0.2 0.8
C 0.1 0.1 -0.1
C 0.0 0.0 0.0
C -0.1 0.0 0.0
C 0.0 0.0 0.0
C 0.1 0.1 -0.1
C 0.0 0.0 0.0
C 0.0 0.0 0.0
C -0.1 0.0 0.1
H 0.0 0.0 0.0
H 0.1 0.1 0.0
H 0.0 0.0 0.0
H 0.0 0.0 0.0
H 0.1 0.0 0.0
H 0.0 0.0 0.0
H 0.0 0.0 0.0
H 0.0 0.0 0.0
H 0.0 0.0 0.0
H 0.0 0.0 0.0
H 0.0 0.0 0.0
H 0.0 0.1 0.0
H 0.0 0.0 -0.1
H 0.0 0.0 0.0
H 0.0 0.0 0.0
H 0.0 0.0 0.0
H 0.0 0.0 0.0
H 0.0 0.0 0.0
H 0.0 0.0 0.1
H 0.0 0.0 0.0
H 0.0 0.0 0.0
H 0.0 0.0 0.0
H 0.0 0.1 0.0
H 0.0 0.0 0.0
H 0.0 0.0 0.0
H 0.0 0.0 0.0
H 0.0 0.0 0.0
Cl 0.1 0.1 0.1
Si -0.2 0.1 0.1
Cl 0.1 0.0 0.1
Cl 0.2 -0.1 0.0



Number 1: E -4296.457824 a.u.. Number 2: E -9799.070034 a.u..